No. 1
Formula: BrH3O3P
Source: the Open Molecules 2025 dataset
Level of theory: ωB97M-V/def2-TZVPD

Last column: natural (NBO) charge in e.
Element x y z (Å)
O (-0.473, 1.077, -1.154)  -1.01
O (-0.630, -1.335, -0.635)  -0.93
O (-0.564, 0.166, 1.380)  -0.98
P (-0.073, 0.013, -0.119)  2.20
Br (3.240, -0.060, 0.405)  -0.04
H (-0.309, 1.506, -2.029)  0.62
H (-0.630, -2.041, 0.006)  0.55
H (-0.560, 0.674, 2.146)  0.58

Properties
* total energy: -85513.9733 eV
* frontier orbital gap (alpha / beta): 0.2779 / 0.2696 Eh
* relative energy (zero: lowest compared OMol25 entry of this formula, charge and spin): 383.98 kJ/mol
* LUMO energy (alpha / beta): -7.49 / -7.35 eV
* charge: +1

***

No. 2
Formula: C3H5CdO3
Source: the Open Molecules 2025 dataset
Level of theory: ωB97M-V/def2-TZVPD

Last column: natural (NBO) charge in e.
Element x y z (Å)
O (0.510, 0.096, -0.386)  -0.66
C (-0.715, -0.061, -0.654)  0.60
C (-1.536, 0.974, -1.235)  -0.77
H (-1.150, -0.959, -0.198)  0.22
H (-1.058, 1.957, -1.265)  0.30
H (-2.486, 0.980, -0.672)  0.33
H (-1.825, 0.617, -2.241)  0.36
O (2.073, 0.614, 1.319)  -0.36
C (1.438, -0.379, 1.510)  1.16
O (1.397, -1.550, 1.664)  -0.79
Cd (2.110, -3.307, 2.146)  1.96
H (1.241, 1.017, 0.012)  0.64

Properties
* total energy: -13859.1990 eV
* frontier orbital gap: 0.2726 Eh
* relative energy (zero: lowest compared OMol25 entry of this formula, charge and spin): 296.57 kJ/mol
* LUMO energy: -17.46 eV
* charge: +3

***

No. 3
Formula: C2H3NO3
Source: the Open Molecules 2025 dataset
Level of theory: ωB97M-V/def2-TZVPD

Last column: natural (NBO) charge in e.
Element x y z (Å)
C (1.711, -1.062, 0.292)  -0.77
C (1.648, 0.183, -0.038)  0.72
O (1.744, 1.333, -0.211)  -0.46
H (1.402, -1.423, 1.157)  0.25
H (1.908, -1.783, -0.590)  0.27
O (-1.973, -0.817, -0.274)  -0.27
N (-2.328, 0.214, 0.206)  0.33
O (-2.153, 1.328, -0.590)  -0.55
H (-1.958, 2.028, 0.047)  0.48

Properties
* total energy: -9750.8101 eV
* frontier orbital gap: 0.3505 Eh
* relative energy (zero: lowest compared OMol25 entry of this formula, charge and spin): 509.37 kJ/mol
* LUMO energy: 0.07 eV

***

No. 4
Formula: C16H40InN2O2
Source: the Open Molecules 2025 dataset
Level of theory: ωB97M-V/def2-TZVPD

Last column: Löwdin charge in e.
Element x y z (Å)
O (0.323, 2.692, 0.580)  0.07
C (-0.705, 3.174, 0.126)  -0.47
O (-1.614, 2.369, -0.495)  0.04
C (-1.057, 4.631, 0.307)  -0.11
C (-2.089, 5.226, -0.663)  -0.33
C (-3.431, 5.559, -0.020)  -0.37
In (-4.783, 3.796, 0.257)  0.18
H (-1.806, 2.666, -1.385)  0.09
H (-1.354, 4.772, 1.341)  0.13
H (-0.116, 5.157, 0.191)  0.11
H (-1.649, 6.142, -1.066)  0.09
H (-2.220, 4.571, -1.520)  0.08
H (-3.285, 6.046, 0.942)  0.02
H (-3.955, 6.258, -0.666)  0.01
H (-4.748, 2.761, -1.207)  -0.15
H (-6.466, 4.429, 0.407)  -0.17
H (-4.386, 2.918, 1.757)  -0.16
C (-2.995, -0.466, -2.137)  -0.08
C (-2.309, -1.763, -2.526)  -0.27
N (-1.181, -1.569, -3.424)  -0.20
C (-0.637, -2.812, -3.934)  -0.26
C (0.015, -3.786, -2.942)  -0.09
C (-0.213, -0.576, -2.992)  -0.24
C (0.463, -0.755, -1.627)  -0.09
H (-3.353, 0.085, -3.007)  0.08
H (-3.851, -0.674, -1.495)  0.08
H (-2.330, 0.180, -1.565)  0.05
H (-3.028, -2.411, -3.037)  0.11
H (-2.024, -2.291, -1.601)  0.10
H (0.086, -2.570, -4.719)  0.11
H (-1.454, -3.337, -4.440)  0.11
H (1.006, -3.453, -2.635)  0.05
H (0.137, -4.763, -3.416)  0.06
H (-0.593, -3.930, -2.048)  0.06
H (-0.715, 0.394, -2.986)  0.10
H (0.550, -0.489, -3.770)  0.11
H (-0.238, -1.077, -0.857)  0.08
H (0.880, 0.200, -1.305)  0.07
H (1.286, -1.471, -1.668)  0.05
C (3.246, -2.932, 4.784)  -0.10
C (2.626, -1.759, 4.039)  -0.28
N (3.499, -1.184, 3.035)  -0.20
C (2.999, 0.074, 2.497)  -0.24
C (1.694, 0.054, 1.694)  -0.07
C (4.029, -2.119, 2.059)  -0.25
C (3.032, -2.914, 1.201)  -0.08
H (4.180, -2.638, 5.266)  0.08
H (2.558, -3.279, 5.556)  0.07
H (3.447, -3.778, 4.127)  0.06
H (2.402, -0.973, 4.764)  0.12
H (1.656, -2.078, 3.625)  0.10
H (3.788, 0.516, 1.882)  0.11
H (2.873, 0.757, 3.342)  0.11
H (1.843, -0.338, 0.691)  0.04
H (1.318, 1.073, 1.580)  0.05
H (0.913, -0.527, 2.184)  0.08
H (4.668, -2.832, 2.587)  0.09
H (4.709, -1.568, 1.404)  0.11
H (2.190, -3.282, 1.788)  0.07
H (3.532, -3.782, 0.766)  0.07
H (2.639, -2.322, 0.376)  0.04

Properties
* total energy: -29488.1862 eV
* frontier orbital gap: 0.2654 Eh
* LUMO energy: 2.59 eV
* charge: -1

***

No. 5
Formula: C4H9F6O4PZn
Source: the Open Molecules 2025 dataset
Level of theory: ωB97M-V/def2-TZVPD

Last column: natural (NBO) charge in e.
Element x y z (Å)
Zn (6.607, 0.462, 13.030)  1.71
C (7.041, 1.142, 16.888)  -0.72
C (6.848, 0.811, 15.373)  0.77
O (5.757, 1.180, 14.864)  -0.82
O (7.620, 0.079, 14.757)  -0.78
H (7.484, 0.232, 17.292)  0.22
H (6.119, 1.478, 17.362)  0.22
H (7.788, 1.928, 17.001)  0.22
C (9.342, 0.810, 11.644)  -0.24
O (8.132, 1.451, 11.992)  -0.91
H (9.487, 0.791, 10.564)  0.13
H (10.249, 1.275, 12.031)  0.14
H (9.405, -0.232, 11.956)  0.15
C (3.999, 1.356, 11.602)  -0.31
O (5.322, 1.609, 11.809)  -0.44
H (3.635, 1.058, 10.618)  0.18
H (3.529, 0.757, 12.382)  0.19
H (3.350, 2.182, 11.893)  0.23
P (5.846, -2.543, 12.443)  2.60
F (6.119, -1.256, 11.431)  -0.62
F (7.371, -2.747, 12.910)  -0.58
F (5.713, -1.314, 13.436)  -0.62
F (5.568, -3.540, 13.725)  -0.59
F (4.275, -2.421, 12.095)  -0.58
F (6.037, -3.587, 11.207)  -0.57

Properties
* total energy: -86501.7100 eV
* spin multiplicity: 2
* frontier orbital gap (alpha / beta): 0.3179 / 0.1862 Eh
* LUMO energy (alpha / beta): 3.06 / 0.15 eV
* charge: -1

***

No. 6
Formula: C41H58INP3PdSi
Source: the Open Molecules 2025 dataset
Level of theory: ωB97M-V/def2-TZVPD

Last column: Löwdin charge in e.
Element x y z (Å)
Pd (0.180, 0.274, -0.027)  0.23
C (-2.906, 2.965, 0.959)  -0.13
C (-1.633, 3.322, 1.738)  -0.51
C (-0.903, 4.502, 1.097)  -0.09
P (-0.596, 1.772, 1.842)  1.05
C (0.747, 2.093, 3.091)  -0.53
C (0.363, 2.681, 4.447)  -0.10
C (1.869, 2.932, 2.461)  -0.11
C (-1.894, 0.737, 2.642)  -0.39
C (-2.470, 1.096, 3.862)  -0.09
C (-3.509, 0.360, 4.412)  -0.05
C (-3.999, -0.755, 3.747)  -0.06
C (-3.463, -1.098, 2.516)  -0.08
C (-2.426, -0.351, 1.944)  -0.29
Si (-1.821, -0.855, 0.244)  0.62
C (-2.714, -0.471, -1.352)  -0.30
C (-4.084, -0.220, -1.410)  -0.09
C (-4.713, 0.020, -2.626)  -0.07
C (-3.964, 0.022, -3.790)  -0.08
C (-2.594, -0.206, -3.739)  -0.13
C (-1.950, -0.444, -2.529)  -0.39
P (-0.135, -0.730, -2.380)  1.08
C (0.696, 0.185, -3.777)  -0.50
C (2.184, 0.353, -3.427)  -0.12
C (0.607, -0.330, -5.217)  -0.10
C (-0.021, -2.553, -2.760)  -0.51
C (-0.879, -3.060, -3.919)  -0.08
C (1.438, -2.991, -2.903)  -0.10
C (-1.373, -2.683, 0.260)  -0.32
C (-2.276, -3.622, -0.244)  -0.09
C (-1.943, -4.967, -0.310)  -0.06
C (-0.688, -5.378, 0.110)  -0.05
C (0.229, -4.453, 0.597)  -0.09
C (-0.102, -3.101, 0.687)  -0.36
P (0.870, -1.763, 1.490)  1.08
C (0.530, -2.316, 3.259)  -0.51
C (0.761, -1.211, 4.287)  -0.11
C (1.310, -3.568, 3.667)  -0.10
C (2.727, -1.961, 1.300)  -0.51
C (3.255, -3.297, 0.780)  -0.11
C (3.199, -0.826, 0.379)  -0.15
H (-3.377, 3.868, 0.568)  0.08
H (-3.631, 2.450, 1.589)  0.08
H (-2.671, 2.311, 0.114)  0.02
H (-1.899, 3.592, 2.763)  0.10
H (-0.552, 4.257, 0.096)  0.04
H (-0.048, 4.822, 1.691)  0.06
H (-1.586, 5.350, 1.016)  0.09
H (1.159, 1.095, 3.241)  0.06
H (-0.222, 3.597, 4.339)  0.08
H (1.275, 2.939, 4.990)  0.09
H (-0.187, 1.971, 5.060)  0.06
H (1.634, 3.995, 2.480)  0.07
H (2.061, 2.649, 1.427)  0.03
H (2.791, 2.791, 3.027)  0.09
H (-2.128, 1.976, 4.386)  0.09
H (-3.941, 0.665, 5.356)  0.11
H (-4.808, -1.336, 4.171)  0.11
H (-3.857, -1.958, 1.982)  0.11
H (-4.666, -0.215, -0.494)  0.11
H (-5.780, 0.195, -2.665)  0.11
H (-4.440, 0.210, -4.744)  0.11
H (-2.031, -0.171, -4.659)  0.09
H (0.218, 1.168, -3.734)  0.07
H (2.744, -0.551, -3.671)  0.07
H (2.337, 0.565, -2.371)  0.02
H (2.615, 1.178, -3.998)  0.09
H (1.135, -1.275, -5.338)  0.07
H (1.095, 0.403, -5.863)  0.09
H (-0.408, -0.454, -5.582)  0.06
H (-0.413, -3.010, -1.854)  0.06
H (-0.538, -2.689, -4.884)  0.06
H (-1.926, -2.789, -3.793)  0.07
H (-0.818, -4.150, -3.941)  0.09
H (1.877, -2.646, -3.840)  0.06
H (1.497, -4.081, -2.893)  0.09
H (2.047, -2.612, -2.079)  0.05
H (-3.242, -3.286, -0.609)  0.11
H (-2.653, -5.688, -0.695)  0.11
H (-0.415, -6.424, 0.066)  0.11
H (1.203, -4.811, 0.891)  0.08
H (-0.538, -2.555, 3.242)  0.11
H (1.782, -0.822, 4.235)  0.08
H (0.614, -1.612, 5.292)  0.09
H (0.052, -0.397, 4.149)  0.04
H (2.386, -3.384, 3.669)  0.07
H (1.093, -4.417, 3.022)  0.06
H (1.023, -3.850, 4.682)  0.09
H (3.127, -1.770, 2.300)  0.10
H (2.767, -3.578, -0.154)  0.06
H (3.123, -4.099, 1.505)  0.07
H (4.325, -3.207, 0.582)  0.09
H (2.711, -0.903, -0.595)  0.03
H (4.279, -0.874, 0.222)  0.09
H (2.966, 0.143, 0.829)  0.05
I (-2.213, 3.301, -2.799)  1.02
C (-0.191, 3.439, -2.262)  -0.79
C (0.519, 4.531, -2.754)  -0.13
C (1.856, 4.649, -2.427)  -0.04
C (2.427, 3.669, -1.629)  -0.04
C (1.624, 2.637, -1.186)  -0.21
N (0.325, 2.503, -1.486)  -0.02
H (0.023, 5.270, -3.367)  0.09
H (2.438, 5.486, -2.788)  0.12
H (3.473, 3.701, -1.356)  0.12
H (2.046, 1.859, -0.553)  0.07

Properties
* total energy: -92270.6570 eV
* frontier orbital gap: 0.2458 Eh
* LUMO energy: -2.51 eV
* charge: +1

***

Among the records above, which one has the lowest total energy? C41H58INP3PdSi